No. 1
Molecular formula: C20H63NO12
Method: DFT, ωB97M-V/def2-TZVPD

* relative energy (zero: lowest compared OMol25 entry of this formula, charge and spin): 0.0 kJ/mol
* structure (SMILES): CC1(C)CCCC(C)(C)N1O.CO.CO.CO.CO.CO.CO.CO.CO.CO.CO.CO
* LUMO level: 0.22 eV
* F_max: 5.096 eV/Å
* gap between HOMO and LUMO: 8.505 eV

Element x y z (Å)
C  2.675  0.843  -0.386
C  3.354  1.454  -1.608
C  2.882  2.888  -1.703
C  4.858  1.424  -1.421
C  5.619  1.788  -2.691
C  5.215  0.868  -3.867
C  3.696  0.933  -4.101
C  3.113  2.204  -4.815
C  3.272  -0.267  -4.948
N  2.963  0.597  -2.768
O  1.637  0.634  -2.919
H  2.851  -0.238  -0.415
H  3.014  1.316  0.526
H  1.598  1.021  -0.416
H  3.110  3.356  -0.742
H  3.458  3.453  -2.471
H  1.802  3.000  -1.940
H  5.144  2.118  -0.666
H  5.169  0.394  -1.096
H  5.584  2.892  -2.903
H  6.674  1.507  -2.506
H  5.378  -0.166  -3.594
H  5.794  1.081  -4.749
H  3.560  3.155  -4.520
H  2.027  2.245  -4.674
H  3.365  2.084  -5.898
H  3.791  -0.252  -5.920
H  2.163  -0.313  -5.085
H  3.528  -1.214  -4.423
H  1.390  -0.282  -2.740
C  -1.580  1.253  6.138
O  -1.512  0.351  5.018
H  -0.708  1.268  6.782
H  -1.772  2.231  5.745
H  -2.395  0.922  6.787
H  -0.729  0.563  4.488
C  -4.849  -2.845  1.229
O  -5.214  -1.650  1.857
H  -5.796  -3.434  1.127
H  -4.478  -2.708  0.182
H  -4.118  -3.428  1.787
H  -4.497  -1.378  2.449
C  1.325  -3.014  -2.617
O  0.409  -1.972  -2.905
H  2.109  -2.741  -1.902
H  0.714  -3.786  -2.137
H  1.747  -3.314  -3.569
H  -0.196  -1.878  -2.168
C  0.237  3.021  1.842
O  1.427  2.841  2.646
H  -0.650  3.053  2.498
H  0.261  3.909  1.212
H  0.160  2.116  1.226
H  1.900  3.696  2.698
C  1.714  -0.990  2.499
O  1.389  -1.883  1.449
H  2.705  -1.252  2.850
H  1.708  0.045  2.149
H  0.980  -1.081  3.285
H  2.029  -1.921  0.758
C  -1.978  -0.461  -2.959
O  -1.985  -1.132  -1.616
H  -2.194  -1.257  -3.687
H  -2.829  0.202  -2.941
H  -1.032  0.049  -3.098
H  -1.838  -0.417  -0.972
C  -1.533  -4.705  3.228
O  -1.114  -4.181  1.990
H  -1.100  -5.622  3.660
H  -1.531  -3.972  4.027
H  -2.591  -4.879  3.087
H  -0.173  -3.994  1.942
C  -1.775  -0.270  1.782
O  -0.790  -0.126  0.787
H  -1.307  0.135  2.693
H  -2.728  0.273  1.585
H  -2.070  -1.246  2.088
H  -0.204  -0.889  1.009
C  -3.838  -1.919  5.085
O  -3.466  -1.173  3.918
H  -4.221  -1.376  5.957
H  -4.637  -2.633  4.749
H  -2.959  -2.478  5.518
H  -2.824  -0.478  4.160
C  -4.847  0.590  -0.616
O  -6.080  -0.017  -0.364
H  -4.483  1.164  0.224
H  -4.131  -0.196  -0.928
H  -5.005  1.291  -1.457
H  -5.969  -0.580  0.397
C  -1.270  2.630  -1.222
O  -2.661  2.665  -1.577
H  -0.875  3.590  -0.981
H  -0.943  1.909  -0.453
H  -0.792  2.303  -2.143
H  -3.228  2.675  -0.818

Atom charges from the Mulliken analysis, given in e for atoms 1 to 5: -2.37 2.21 -1.60 -1.27 -0.57


No. 2
Molecular formula: C20H64N10O12
Method: DFT, ωB97M-V/def2-TZVPD

* relative energy (zero: lowest compared OMol25 entry of this formula, charge and spin): 351.8 kJ/mol
* structure (SMILES): NC(N)=O.NC(N)=O.NC(N)=O.NC(N)=O.NC(N)=O.CC(C)O.CC(C)O.CC(C)O.CC(C)O.CO.CO.CO
* LUMO level: -0.82 eV
* F_max: 11.969 eV/Å
* gap between HOMO and LUMO: 6.999 eV

Element x y z (Å)
N  23.106  -18.180  10.887
C  23.778  -19.281  11.013
N  23.027  -20.211  11.523
O  25.172  -19.416  10.789
H  23.620  -17.454  10.364
H  22.083  -18.197  10.636
H  23.426  -21.202  11.598
H  22.201  -20.023  12.054
N  25.743  -22.177  10.156
C  24.758  -22.964  10.465
N  24.165  -22.704  11.587
O  24.489  -24.002  9.622
H  26.167  -22.253  9.226
H  25.848  -21.303  10.579
H  23.289  -23.280  11.863
H  24.635  -22.098  12.373
N  27.607  -15.101  9.938
C  27.581  -16.060  9.118
N  27.971  -15.589  7.989
O  26.939  -17.332  9.328
H  27.405  -15.329  10.902
H  28.155  -14.177  9.939
H  27.706  -16.134  7.166
H  28.107  -14.577  7.817
N  30.563  -15.721  7.332
C  31.052  -15.800  6.143
N  30.165  -15.769  5.195
O  32.370  -15.858  5.853
H  31.361  -15.765  8.011
H  29.570  -15.706  7.649
H  30.599  -15.992  4.224
H  29.162  -15.778  5.402
N  27.820  -22.274  8.341
C  27.964  -22.851  7.223
N  28.092  -22.134  6.133
O  27.863  -24.236  7.136
H  27.943  -22.751  9.146
H  27.908  -21.239  8.493
H  28.397  -22.655  5.296
H  28.110  -21.102  6.168
C  29.516  -18.729  6.189
C  28.947  -19.031  4.832
C  29.928  -20.009  4.134
O  27.866  -19.610  4.943
H  28.922  -18.066  6.806
H  30.544  -18.384  6.051
H  29.551  -19.639  6.733
H  28.911  -18.178  4.182
H  30.748  -19.395  3.676
H  29.423  -20.535  3.296
H  30.333  -20.762  4.837
H  27.305  -19.367  4.223
C  30.181  -18.559  10.061
C  29.179  -19.716  9.974
C  28.315  -19.792  11.135
O  28.439  -19.656  9.005
H  29.615  -17.630  9.937
H  30.737  -18.659  9.085
H  30.865  -18.559  10.959
H  29.740  -20.638  9.947
H  27.737  -20.686  11.009
H  27.603  -18.912  11.217
H  28.777  -19.993  12.121
H  27.716  -19.025  9.101
C  26.195  -16.787  12.764
C  27.369  -16.002  13.175
C  28.715  -16.545  12.710
O  27.376  -14.844  12.745
H  25.275  -16.356  13.064
H  26.201  -17.751  13.175
H  26.161  -16.886  11.711
H  27.406  -15.871  14.257
H  28.801  -16.686  11.657
H  28.795  -17.563  13.102
H  29.562  -15.953  13.060
H  28.069  -14.370  13.086
C  23.610  -21.196  7.678
C  24.179  -20.009  6.925
C  25.607  -19.723  7.314
O  24.097  -20.101  5.677
H  24.274  -21.995  7.757
H  22.674  -21.555  7.273
H  23.545  -20.952  8.695
H  23.554  -19.133  7.167
H  25.755  -19.363  8.371
H  26.081  -19.055  6.571
H  26.232  -20.644  7.272
H  24.001  -19.171  5.418
C  31.209  -15.301  10.431
O  32.121  -15.085  9.415
H  31.024  -14.363  10.986
H  31.580  -16.053  11.097
H  30.268  -15.650  9.994
H  32.007  -14.193  9.038
C  24.754  -16.139  7.427
O  24.394  -17.062  8.500
H  25.217  -15.287  7.874
H  23.928  -15.820  6.783
H  25.496  -16.658  6.843
H  25.256  -17.332  8.892
C  26.402  -20.921  13.793
O  25.019  -21.018  13.547
H  26.734  -21.128  14.803
H  26.735  -19.928  13.475
H  26.932  -21.507  13.095
H  24.639  -20.139  13.790

Atom charges from the Mulliken analysis, given in e for atoms 1 to 5: -0.39 -0.60 -0.35 1.30 0.18


No. 3
Molecular formula: C20H65N5O10
Method: DFT, ωB97M-V/def2-TZVPD

* relative energy (zero: lowest compared OMol25 entry of this formula, charge and spin): 504.3 kJ/mol
* structure (SMILES): COC[C@H](C)N.COC[C@H](C)N.COC[C@H](C)N.COC[C@H](C)N.COC[C@H](C)N.O.O.O.O.O
* LUMO level: 0.17 eV
* F_max: 4.474 eV/Å
* gap between HOMO and LUMO: 9.394 eV

Element x y z (Å)
C  12.633  -27.000  23.265
O  13.164  -25.858  23.709
C  12.448  -24.639  23.599
C  13.226  -23.338  24.106
C  13.272  -23.338  25.661
N  12.408  -22.165  23.778
H  13.376  -27.786  23.128
H  12.235  -26.909  22.254
H  11.976  -27.339  24.066
H  12.232  -24.540  22.535
H  11.415  -24.771  23.920
H  14.234  -23.075  23.786
H  13.920  -24.080  26.128
H  12.284  -23.487  26.098
H  13.778  -22.392  25.854
H  12.380  -21.516  24.552
H  13.014  -21.627  23.175
C  7.710  -29.170  17.124
O  6.575  -28.406  17.269
C  5.594  -28.773  18.172
C  4.422  -27.778  18.259
C  3.689  -28.004  19.610
N  3.538  -28.052  17.049
H  8.248  -29.154  18.072
H  8.163  -28.718  16.242
H  7.464  -30.186  16.816
H  5.212  -29.779  17.995
H  6.032  -28.781  19.170
H  4.685  -26.721  18.273
H  4.518  -27.881  20.307
H  3.288  -29.011  19.726
H  3.004  -27.190  19.846
H  3.137  -28.979  17.024
H  2.689  -27.507  17.086
C  10.761  -28.515  10.603
O  10.267  -27.766  9.492
C  9.748  -26.493  9.745
C  10.793  -25.368  9.322
C  12.159  -25.509  9.989
N  10.121  -24.077  9.357
H  11.441  -28.101  11.347
H  11.245  -29.398  10.187
H  10.023  -28.976  11.259
H  8.768  -26.426  9.273
H  9.479  -26.474  10.801
H  11.113  -25.391  8.280
H  12.679  -26.459  10.118
H  12.015  -25.135  11.002
H  12.962  -24.837  9.687
H  10.694  -23.298  9.065
H  9.890  -24.040  10.339
C  12.918  -33.482  14.296
O  14.017  -32.560  14.258
C  14.282  -31.981  15.431
C  15.343  -30.890  15.454
C  14.919  -29.659  14.608
N  16.665  -31.356  15.038
H  13.173  -34.311  14.957
H  12.732  -34.024  13.368
H  12.007  -32.973  14.611
H  13.346  -31.561  15.800
H  14.596  -32.768  16.116
H  15.400  -30.551  16.488
H  13.954  -29.199  14.823
H  14.893  -29.798  13.527
H  15.630  -28.860  14.819
H  16.600  -31.737  14.104
H  16.943  -32.224  15.473
C  7.144  -33.838  11.943
O  8.098  -34.322  11.004
C  7.587  -34.308  9.645
C  8.578  -35.118  8.860
C  9.855  -34.346  8.506
N  7.939  -35.499  7.598
H  7.517  -33.991  12.956
H  6.195  -34.363  11.841
H  7.049  -32.792  11.650
H  6.592  -34.736  9.531
H  7.442  -33.307  9.237
H  8.947  -36.001  9.383
H  10.339  -34.903  7.704
H  10.440  -34.230  9.419
H  9.571  -33.350  8.166
H  7.997  -34.841  6.834
H  6.945  -35.602  7.743
O  5.401  -26.668  13.692
H  4.744  -27.264  14.052
H  6.002  -26.506  14.419
O  6.348  -28.488  24.747
H  5.749  -28.190  24.062
H  6.348  -29.442  24.667
O  5.550  -31.748  23.308
H  6.011  -32.506  23.666
H  4.639  -32.033  23.238
O  0.658  -30.938  18.107
H  0.902  -31.113  19.016
H  -0.165  -30.453  18.168
O  -0.929  -24.949  16.362
H  -0.553  -24.237  15.845
H  -1.433  -24.508  17.047

Atom charges from the Mulliken analysis, given in e for atoms 1 to 5: -0.73 -0.32 -0.85 0.51 -1.49


No. 4
Molecular formula: C20H65N5O10
Method: DFT, ωB97M-V/def2-TZVPD

* relative energy (zero: lowest compared OMol25 entry of this formula, charge and spin): 233.1 kJ/mol
* structure (SMILES): COC[C@H](C)N.COC[C@H](C)N.COC[C@H](C)N.COC[C@H](C)N.COC[C@H](C)N.O.O.O.O.O
* LUMO level: 0.38 eV
* F_max: 3.008 eV/Å
* gap between HOMO and LUMO: 9.073 eV

Element x y z (Å)
C  0.414  0.774  2.989
O  0.413  -0.561  3.488
C  0.840  -0.607  4.874
C  0.559  -1.871  5.611
C  0.919  -1.909  7.107
N  1.158  -3.084  5.068
H  0.378  0.871  1.904
H  1.290  1.355  3.277
H  -0.478  1.361  3.212
H  1.884  -0.310  4.782
H  0.381  0.122  5.542
H  -0.516  -2.033  5.538
H  1.875  -1.451  7.361
H  0.915  -2.866  7.628
H  0.169  -1.349  7.666
H  0.623  -3.891  5.355
H  0.961  -2.993  4.082
C  -2.374  4.242  -4.017
O  -1.993  5.030  -2.916
C  -1.617  4.290  -1.717
C  -2.813  3.828  -0.877
C  -3.644  4.978  -0.331
N  -2.342  3.167  0.340
H  -1.689  3.432  -4.267
H  -2.415  4.878  -4.901
H  -3.332  3.747  -3.858
H  -1.030  3.407  -1.968
H  -0.883  4.880  -1.169
H  -3.481  3.195  -1.463
H  -4.494  4.505  0.160
H  -3.998  5.690  -1.077
H  -3.074  5.526  0.419
H  -2.007  2.241  0.112
H  -1.534  3.559  0.803
C  6.344  -2.959  0.752
O  5.184  -3.842  0.829
C  3.990  -3.216  1.367
C  3.476  -2.091  0.485
C  2.152  -1.615  0.951
N  3.173  -2.500  -0.911
H  6.592  -2.564  1.737
H  6.105  -2.144  0.069
H  7.136  -3.494  0.229
H  3.269  -4.015  1.542
H  4.323  -2.748  2.294
H  4.184  -1.263  0.523
H  1.716  -0.835  0.327
H  2.295  -1.225  1.959
H  1.363  -2.358  1.067
H  4.092  -2.800  -1.204
H  2.967  -1.709  -1.505
C  1.266  1.873  -4.912
O  1.092  2.406  -3.606
C  2.343  2.700  -2.897
C  2.205  3.260  -1.434
C  3.547  3.651  -0.770
N  1.463  2.283  -0.640
H  1.895  2.599  -5.428
H  0.330  1.677  -5.434
H  1.770  0.913  -4.797
H  2.850  1.765  -2.660
H  2.991  3.286  -3.549
H  1.607  4.172  -1.419
H  3.913  4.588  -1.190
H  4.189  2.770  -0.755
H  3.459  3.838  0.300
H  1.852  1.358  -0.756
H  0.540  2.066  -0.988
C  -5.795  -3.953  -0.943
O  -4.898  -2.913  -1.257
C  -3.595  -3.142  -0.576
C  -2.571  -2.177  -1.222
C  -2.340  -2.422  -2.712
N  -1.284  -2.423  -0.558
H  -5.687  -4.233  0.105
H  -5.619  -4.801  -1.605
H  -6.802  -3.678  -1.254
H  -3.606  -2.983  0.502
H  -3.339  -4.166  -0.846
H  -2.946  -1.161  -1.103
H  -1.878  -3.395  -2.876
H  -1.740  -1.669  -3.223
H  -3.301  -2.383  -3.225
H  -0.726  -3.220  -0.831
H  -1.359  -2.451  0.449
O  -3.105  0.123  2.023
H  -2.414  -0.539  2.023
H  -2.923  0.660  1.252
O  -1.374  -1.846  2.138
H  -0.636  -1.388  2.541
H  -1.425  -2.678  2.608
O  -1.032  0.847  -3.319
H  -0.196  1.298  -3.438
H  -1.537  1.069  -4.101
O  -1.312  0.522  -0.218
H  -1.464  0.576  -1.162
H  -1.192  -0.413  -0.048
O  0.782  -1.060  -2.689
H  0.493  -1.557  -1.924
H  0.079  -0.429  -2.844

Atom charges from the Mulliken analysis, given in e for atoms 1 to 5: -0.96 -0.15 -0.93 0.72 -1.56